{"formula": "C54H48N2O5P3ReSTe", "method": "ωB97M-V/def2-TZVPD", "molar_mass_g_mol": 1243.8, "gap_ev": [7.327, 6.976], "e_lumo_ev": [-2.730, -3.073], "total_charge": 1, "max_force_ev_per_a": 1.13, "e_homo_ev": [-10.1, -10.0], "de_lowest_kcal_mol": 0.0, "spin_multiplicity": 2, "species": ["Re", "C", "C", "C", "C", "C", "O", "C", "N", "C", "C", "C", "C", "C", "C", "P", "C", "C", "C", "C", "C", "C", "C", "C", "C", "C", "C", "C", "H", "H", "H", "H", "H", "H", "H", "H", "H", "H", "H", "H", "H", "H", "H", "H", "H", "H", "H", "H", "H", "H", "H", "H", "Te", "C", "C", "C", "N", "C", "C", "C", "P", "C", "C", "C", "C", "C", "C", "C", "C", "C", "C", "C", "C", "P", "C", "C", "C", "C", "C", "C", "C", "C", "C", "C", "C", "C", "H", "H", "H", "H", "H", "H", "H", "H", "H", "H", "H", "H", "H", "H", "H", "H", "H", "H", "H", "H", "H", "H", "H", "H", "O", "S", "O", "O", "O"], "xyz": [[1.413755, -0.541916, -0.401355], [3.127426, -1.997403, -4.629030], [2.387869, -2.898809, -3.636020], [0.879503, -2.730526, -3.788050], [2.836311, -2.686366, -2.179321], [4.325826, -2.929475, -1.973844], [4.894338, -1.594534, -2.056964], [3.913556, -0.715872, -1.895795], [2.725573, -1.252740, -1.793530], [4.314980, 0.697776, -1.973693], [5.629492, 0.929329, -2.405244], [6.080321, 2.210600, -2.651755], [5.222598, 3.287238, -2.485628], [3.925682, 3.068728, -2.050910], [3.457243, 1.789875, -1.768603], [1.756776, 1.609643, -1.094179], [1.798759, 2.847674, 0.255611], [2.161412, 2.380735, 1.521099], [2.236058, 3.250953, 2.602047], [1.939479, 4.593859, 2.430257], [1.589714, 5.069139, 1.171732], [1.527213, 4.205833, 0.088636], [0.794924, 2.384472, -2.442865], [-0.386396, 3.089823, -2.218925], [-1.107132, 3.609524, -3.284003], [-0.671116, 3.411514, -4.587303], [0.483538, 2.680658, -4.822809], [1.213882, 2.171869, -3.757193], [2.880007, -2.292933, -5.648635], [4.213566, -2.048236, -4.529355], [2.819267, -0.954838, -4.507380], [2.640036, -3.939509, -3.863077], [0.566169, -1.735596, -3.464413], [0.327165, -3.472322, -3.206418], [0.591645, -2.849335, -4.833203], [2.230338, -3.280057, -1.501285], [4.776621, -3.529646, -2.758565], [4.573712, -3.338478, -0.997360], [6.294049, 0.091649, -2.559441], [7.099493, 2.366332, -2.981338], [5.564999, 4.295155, -2.682851], [3.265526, 3.914337, -1.910659], [2.397221, 1.331588, 1.663753], [2.515880, 2.871511, 3.577490], [1.984019, 5.273192, 3.273364], [1.365549, 6.120405, 1.032630], [1.245711, 4.593182, -0.881623], [-0.753498, 3.229564, -1.210545], [-2.019168, 4.161890, -3.093187], [-1.233602, 3.820872, -5.417671], [0.827053, 2.515229, -5.837398], [2.127182, 1.619610, -3.953433], [-1.199896, 2.134097, 1.621125], [-3.283659, 2.241134, 2.045491], [-3.890227, 3.492182, 2.061403], [-5.245030, 3.583879, 2.353962], [-6.012994, 2.530492, 2.623040], [-5.427311, 1.334970, 2.606834], [-4.080223, 1.141046, 2.330086], [-1.110782, 0.052354, 1.398473], [-0.981738, -0.608537, -0.267465], [-2.065262, 0.219556, -1.456846], [-1.645279, 0.196078, -2.785316], [-2.488629, 0.642044, -3.791061], [-3.743345, 1.140640, -3.471365], [-4.159359, 1.181627, -2.145273], [-3.329045, 0.707829, -1.140465], [-1.713802, -2.272014, -0.207663], [-2.975796, -2.466836, 0.355736], [-3.554797, -3.723630, 0.340269], [-2.882558, -4.794405, -0.240627], [-1.630084, -4.608308, -0.802186], [-1.046117, -3.346848, -0.784757], [-0.424165, -0.850162, 2.684365], [-0.421565, -0.066691, 4.303118], [-1.517092, 0.653956, 4.778097], [-1.512123, 1.148262, 6.071519], [-0.419545, 0.922983, 6.899678], [0.664612, 0.192421, 6.434177], [0.664236, -0.308729, 5.141981], [-1.109535, -2.493897, 2.957314], [-2.326282, -2.485993, 3.647934], [-2.994166, -3.671478, 3.901056], [-2.449436, -4.876542, 3.475809], [-1.241631, -4.886534, 2.795582], [-0.570334, -3.701846, 2.526859], [-3.329109, 4.396053, 1.842912], [-5.734387, 4.553032, 2.369343], [-6.064470, 0.483156, 2.827079], [-3.667204, 0.137244, 2.323503], [-0.652838, -0.163520, -3.025545], [-2.156979, 0.615779, -4.823008], [-4.399895, 1.499354, -4.255303], [-5.139419, 1.570041, -1.893638], [-3.670197, 0.716604, -0.112704], [-3.500020, -1.634323, 0.810891], [-4.532350, -3.871937, 0.781658], [-3.339868, -5.776648, -0.250811], [-1.105007, -5.443349, -1.251322], [-0.056768, -3.189813, -1.198274], [-2.377560, 0.833997, 4.150250], [-2.365250, 1.710917, 6.430769], [-0.416799, 1.313205, 7.909844], [1.514466, 0.006936, 7.077920], [1.511884, -0.883523, 4.792483], [-2.752377, -1.554899, 4.004090], [-3.932947, -3.653471, 4.440649], [-2.965222, -5.806517, 3.679409], [-0.810569, -5.822918, 2.462264], [0.356894, -3.737226, 1.974154], [3.137403, -0.968850, 1.120310], [2.273752, -1.975612, 1.759021], [1.211600, -0.994143, 2.489743], [1.485773, -2.596970, 0.677159], [2.829853, -2.820833, 2.744503]], "forces_ev_per_a": [[-0.9, 0.2, 0.6], [0.0, 0.0, 0.1], [0.0, 0.1, 0.0], [0.0, -0.1, 0.0], [0.2, 0.2, -0.1], [-0.1, 0.1, -0.1], [0.0, 0.0, -0.1], [-0.1, -0.3, -0.1], [0.0, 0.0, 0.1], [0.1, 0.2, 0.0], [0.0, -0.1, 0.0], [0.0, 0.0, 0.0], [0.0, 0.0, 0.0], [0.1, 0.0, 0.0], [0.1, -0.1, 0.0], [-0.1, -0.1, 0.1], [0.0, 0.0, 0.0], [0.0, 0.0, 0.0], [0.0, 0.0, 0.0], [0.0, 0.0, 0.0], [0.0, 0.1, 0.0], [0.0, 0.0, 0.0], [0.1, 0.0, -0.1], [0.0, 0.0, 0.0], [0.0, 0.0, 0.0], [0.0, 0.0, 0.1], [0.1, -0.1, 0.0], [0.0, 0.0, 0.0], [0.0, 0.0, 0.0], [0.0, 0.0, 0.0], [0.0, 0.0, 0.0], [0.0, 0.0, 0.0], [0.0, 0.0, 0.0], [0.1, 0.1, -0.1], [0.0, 0.0, 0.0], [0.0, -0.1, 0.0], [0.1, 0.0, 0.0], [0.0, 0.0, 0.1], [0.0, 0.0, 0.0], [0.0, 0.0, 0.0], [0.0, 0.0, 0.0], [0.0, 0.0, 0.0], [0.0, 0.0, 0.0], [0.0, 0.0, 0.0], [0.0, 0.0, 0.0], [0.0, -0.1, 0.0], [0.0, 0.0, 0.0], [0.0, 0.0, 0.0], [0.0, 0.0, 0.0], [0.0, 0.0, 0.0], [0.0, 0.0, 0.0], [0.0, 0.0, 0.0], [-0.4, 0.0, 0.0], [0.1, 0.1, 0.0], [0.1, 0.1, 0.0], [0.1, -0.1, 0.0], [0.0, -0.1, 0.0], [0.0, 0.1, 0.0], [0.0, -0.1, 0.0], [0.5, 0.0, 0.0], [0.4, 0.0, -0.4], [0.0, 0.0, 0.0], [-0.1, 0.0, 0.1], [0.0, 0.0, -0.1], [0.0, 0.0, 0.0], [0.0, 0.0, 0.0], [0.0, 0.0, 0.0], [0.0, -0.1, -0.1], [0.1, 0.0, -0.1], [0.0, 0.0, 0.0], [0.0, 0.0, 0.0], [0.1, 0.1, -0.1], [0.0, 0.0, 0.1], [0.2, 0.0, -0.2], [-0.1, 0.0, -0.1], [0.0, 0.0, 0.0], [0.0, 0.0, 0.0], [0.0, 0.0, 0.0], [0.0, 0.0, 0.1], [0.1, 0.0, 0.0], [-0.2, 0.1, 0.0], [0.0, -0.1, 0.0], [0.0, 0.0, 0.0], [0.0, 0.0, 0.0], [0.0, 0.0, 0.0], [0.1, -0.1, 0.1], [0.0, 0.0, 0.0], [0.0, -0.1, 0.0], [0.0, 0.0, 0.0], [0.0, 0.0, 0.0], [0.0, 0.0, 0.0], [0.0, 0.0, 0.1], [0.0, 0.0, 0.0], [0.0, 0.0, 0.0], [0.0, 0.0, -0.1], [0.0, 0.0, 0.0], [0.0, 0.0, 0.0], [0.0, 0.0, 0.0], [0.0, 0.0, 0.0], [-0.1, 0.0, 0.1], [0.0, 0.0, 0.0], [0.0, 0.0, 0.0], [0.0, 0.0, 0.0], [0.0, 0.0, 0.0], [0.0, 0.0, 0.0], [0.0, 0.0, 0.0], [0.0, 0.0, 0.0], [0.0, 0.0, 0.0], [0.0, 0.0, 0.0], [-0.2, -0.1, 0.1], [0.2, 0.2, -0.1], [-0.1, 0.3, -0.1], [0.0, -0.2, 0.3], [0.1, 0.0, -0.2], [0.0, 0.0, 0.0]], "lowdin_spin": [0.825, 0.000, 0.000, 0.005, 0.001, 0.000, 0.019, 0.033, 0.014, -0.001, 0.004, -0.001, 0.004, -0.001, 0.001, 0.000, -0.001, 0.000, 0.000, 0.000, 0.000, 0.000, 0.003, 0.000, 0.000, 0.000, 0.000, 0.001, 0.000, 0.000, 0.000, 0.000, 0.005, 0.000, 0.000, 0.000, 0.000, 0.000, 0.000, 0.000, 0.000, 0.000, 0.000, 0.000, 0.000, 0.000, 0.000, 0.000, 0.000, 0.000, 0.000, 0.000, 0.000, 0.000, 0.000, 0.000, 0.000, 0.000, 0.000, -0.009, 0.023, 0.007, 0.008, 0.001, 0.000, 0.000, 0.000, 0.001, 0.000, 0.000, 0.000, 0.000, 0.002, -0.002, 0.000, 0.000, 0.000, 0.000, 0.000, 0.000, 0.000, 0.000, 0.000, 0.000, 0.000, 0.000, 0.000, 0.000, 0.000, 0.000, 0.008, 0.000, 0.000, 0.000, 0.000, 0.000, 0.000, 0.000, 0.000, 0.002, 0.000, 0.000, 0.000, 0.000, 0.000, 0.000, 0.000, 0.000, 0.000, 0.000, 0.036, 0.002, 0.009, 0.000, 0.000]}